Record 1
DFT (ωB97M-V/def2-TZVPD) results for a 2-piece molecular cluster, CH2FNO2 overall in a non-equilibrium geometry.

```
7
CH2FNO2 (ωB97M-V/def2-TZVPD)
C 2.00067 0.31697 -0.03927
N -1.37140 -0.47933 0.42293
O 1.05973 1.22744 0.22282
O -1.16057 -0.00708 -0.62471
F 1.44024 -0.77559 -0.34762
H -2.12219 -1.17146 0.32002
H 0.15353 0.88903 0.04585
```

The multiplicity is 1. As for the HOMO energy: -0.356 Ha. The calculation puts the LUMO energy at -1.145 eV. The energy above the lowest of the compared OMol25 structures with the same formula, charge and spin is 74.4 kcal/mol. For the total energy, the calculation gives -9366.9730 eV. The orbital gap is 8.536 eV.

***

Record 2
DFT (ωB97M-V/def2-TZVPD) results for C10H13ClN3O7SnYb as an isolated structure in a non-equilibrium geometry.

```
36
C10H13ClN3O7SnYb (ωB97M-V/def2-TZVPD)
Yb -1.75266 1.61939 -3.48964
Cl -2.47876 0.05350 -1.54271
C -1.08833 1.51270 -5.80257
C -3.72192 2.57374 -3.96249
H -1.56003 2.37264 -6.31714
H 0.00103 1.58008 -5.96681
H -1.42483 0.60824 -6.34088
H -3.75161 3.27073 -4.81436
H -4.08025 3.10242 -3.06595
H -4.45705 1.77607 -4.17859
Sn -0.28096 0.20973 -0.53529
C 0.94793 -1.00203 -1.85239
C 0.55031 2.06865 -0.39453
H 1.08877 -0.42908 -2.77587
H 1.92715 -1.13966 -1.37667
H 0.47758 -1.96646 -2.05847
H 0.10689 2.84778 0.22767
H 1.57470 2.19971 -0.76361
O 3.21374 -1.93449 5.80336
N 2.32380 -1.08292 5.57862
O 2.01656 -0.16753 6.37312
C 1.61901 -1.14662 4.31319
C 1.93348 -2.16213 3.39521
C 1.27690 -2.23713 2.16784
C 0.26661 -1.29433 1.82310
O -0.42783 -1.45981 0.72436
C 0.02376 -0.20813 2.74038
C 0.65503 -0.17515 3.98760
N -0.90774 0.85551 2.43918
O -1.14482 1.75092 3.25865
O -1.48024 0.89455 1.27649
N 1.70224 -3.24507 1.18929
O 2.68009 -3.95671 1.52304
O 1.13010 -3.36146 0.09052
H 2.66850 -2.92274 3.63225
H 0.37284 0.59511 4.69413
```

The multiplicity is 2. As for the net charge: -2. As for the HOMO energy (spin up / spin down): -0.034 / -0.040 Ha. Its expectation value of S² is 0.783. The calculation puts the LUMO energy (spin up / spin down) at 3.853 / 4.024 eV. For the total energy, the calculation gives -79256.8057 eV. The orbital gap (spin up / spin down) is 4.788 / 5.126 eV.

***

Record 3
DFT (ωB97M-V/def2-TZVPD) results for one molecule with the formula C6H9N3 in a non-equilibrium geometry.

```
18
C6H9N3 (ωB97M-V/def2-TZVPD)
C 1.93647 -0.21174 0.03533
N 1.44310 -1.40404 -0.24732
N 0.08052 -1.63266 0.34456
C -1.13872 -1.04193 -0.24766
C -1.93116 -0.00666 0.59847
C -1.27130 0.36703 -0.67522
N -0.00947 1.05910 -0.70117
C 0.45696 2.12663 0.23760
C 0.82761 0.70841 0.41442
H 2.94970 0.07384 -0.24070
H 0.07245 -2.62039 0.51442
H -1.61505 -1.78002 -1.02755
H -3.03938 -0.00771 0.73098
H -1.49233 0.32116 1.53806
H -1.94889 0.62264 -1.48670
H -0.29610 2.48592 0.98443
H 1.13955 2.92230 -0.26755
H 0.35177 0.17503 1.30456
```

The multiplicity is 1. As for the HOMO energy: -0.310 Ha. The SMILES is C1=NN[C@H]2C[C@H]2N2C[C@H]12. The calculation puts the LUMO energy at 1.062 eV. The energy above the lowest of the compared OMol25 structures with the same formula, charge and spin is 109.7 kcal/mol. For the total energy, the calculation gives -10832.8692 eV. The orbital gap is 9.486 eV.

***

Record 4
DFT (ωB97M-V/def2-TZVPD) results for a 2-piece molecular cluster, C3H7N overall in a non-equilibrium geometry.

```
11
C3H7N (ωB97M-V/def2-TZVPD)
C 3.35656 -0.55529 -2.81372
C 2.88868 0.48215 -2.13910
H 3.39021 -0.56043 -3.89630
H 3.54683 -1.51979 -2.35692
H 2.78805 1.48588 -2.53949
H 3.02894 0.53434 -1.06082
C -3.94369 0.16406 3.32501
N -3.32387 -0.79053 2.66229
H -4.69974 0.78887 2.82997
H -3.63208 0.49080 4.32077
H -3.39989 -0.52007 1.66831
```

The multiplicity is 2. As for the net charge: -1. As for the HOMO energy (spin up / spin down): 0.049 / -0.093 Ha. Its expectation value of S² is 0.753. The calculation puts the LUMO energy (spin up / spin down) at 3.034 / 2.987 eV. The energy above the lowest of the compared OMol25 structures with the same formula, charge and spin is 36.0 kcal/mol. For the total energy, the calculation gives -4710.8026 eV. The orbital gap (spin up / spin down) is 1.694 / 5.517 eV.

***

Record 5
DFT (ωB97M-V/def2-TZVPD) results for C28H24BrIN5NbO9S2 as an isolated structure in a non-equilibrium geometry.

```
71
C28H24BrIN5NbO9S2 (ωB97M-V/def2-TZVPD)
Nb 11.67794 9.56288 10.76212
C 16.75246 12.51724 10.11561
C 15.67648 12.28801 9.11325
N 14.58616 11.55002 9.28962
C 13.91846 11.52439 8.11837
C 14.59561 12.26569 7.13347
N 15.65537 12.77546 7.82688
C 14.31433 12.78618 5.81198
O 13.16422 12.42442 5.25743
O 15.04382 13.64020 5.35438
C 12.68667 10.80276 7.96549
O 12.18589 10.51461 6.87916
O 12.10971 10.44531 9.12945
H 16.49200 13.36109 10.75208
H 17.68683 12.65894 9.57483
H 16.78298 11.65188 10.77894
H 16.34006 13.39799 7.36783
H 12.84714 11.58310 5.71416
Br 12.00603 7.03821 7.18649
C 13.67344 7.33880 8.11736
C 14.87902 6.73960 7.57866
C 15.98865 6.80409 8.36995
C 15.94730 7.39772 9.62060
C 14.74393 7.98546 10.02226
N 13.60833 8.03399 9.24894
C 14.64742 8.60127 11.34994
O 15.54586 8.72563 12.19882
O 13.33392 8.95391 11.59363
H 14.88434 6.33006 6.55064
H 16.96577 6.40036 8.05490
H 16.85687 7.39298 10.22633
I 10.52011 13.14626 10.29959
C 12.00144 12.79015 11.80388
C 12.42838 13.90024 12.50726
C 13.46408 13.75552 13.46645
C 14.04316 12.49810 13.59580
C 13.54151 11.43366 12.86266
N 12.53449 11.57159 11.93749
H 11.94608 14.84733 12.30750
H 13.82580 14.62605 14.06652
H 14.88084 12.26347 14.27249
H 13.96135 10.43012 12.94427
O 7.04649 10.59992 10.27500
S 8.02184 10.15718 9.26513
O 8.41430 10.96180 8.12430
N 9.54202 9.56170 10.12412
C 9.61582 8.24704 9.89394
S 10.97459 7.35146 10.42740
C 8.53147 7.64518 9.16466
C 8.36859 6.29055 8.79452
C 7.17901 5.90068 8.20305
C 6.24128 6.85130 7.81074
C 6.47367 8.21494 8.05249
C 7.62026 8.56432 8.70976
H 9.12232 5.55472 9.00946
H 6.97293 4.85685 8.02643
H 5.34240 6.55906 7.24220
H 5.77042 9.01265 7.80066
C 9.26014 9.47399 14.58253
C 10.23676 8.29788 14.63611
C 11.42954 8.78582 13.84884
O 10.77860 9.52038 12.78204
C 9.46535 10.03043 13.17329
H 9.58155 10.23152 15.31966
H 8.22152 9.26854 14.77797
H 9.80635 7.43377 14.10472
H 10.49012 7.95394 15.63064
H 12.03334 7.96955 13.40301
H 12.09915 9.50154 14.34955
H 8.79815 9.67618 12.39505
H 9.56162 11.12542 13.13528
```

The multiplicity is 1. As for the net charge: +2. As for the HOMO energy: -0.516 Ha. The calculation puts the LUMO energy at -8.129 eV. For the total energy, the calculation gives -156655.2976 eV. The orbital gap is 5.914 eV.

***

Record 6
DFT (ωB97M-V/def2-TZVPD) results for C9H14Cl2N2O8P2Sr as an isolated structure.

```
38
C9H14Cl2N2O8P2Sr (ωB97M-V/def2-TZVPD)
Sr -1.17578 0.16831 0.48279
O -4.34296 -2.95875 0.26718
C -3.62921 -1.99466 0.03588
O -3.11722 -1.16574 0.86070
C -3.28056 -1.72914 -1.43950
C -3.93076 -2.42355 -2.44913
C -3.60449 -2.14832 -3.76468
C -2.63208 -1.19604 -4.03668
C -2.02202 -0.55887 -2.97145
N -2.33829 -0.81565 -1.70052
H -4.67183 -3.15637 -2.16481
H -4.10172 -2.66851 -4.57384
H -2.34995 -0.95021 -5.05095
H -1.25719 0.19414 -3.12823
N 3.61078 1.78271 1.21333
C 2.72582 0.94580 0.30890
C 3.49725 0.47201 -0.90948
P 1.38124 2.18144 -0.28410
O 0.67454 2.21176 1.23771
O 0.52009 1.08342 -1.11589
O -0.53484 2.15832 -1.04204
P 2.14685 -0.38966 1.46585
O 3.35709 -1.45781 1.36938
O 2.22116 0.29489 2.79453
O 0.89953 -1.05695 0.97264
H 3.60583 2.77037 0.94689
H 4.57123 1.44004 1.21588
H 3.19354 1.61769 2.16622
H 3.75689 1.30503 -1.56934
H 2.87500 -0.21776 -1.47893
H 4.40596 -0.06160 -0.62358
H 0.03255 2.93474 1.24540
H 3.04317 -2.30275 1.02516
Cl -0.87139 -0.31712 4.96515
C -0.56616 1.21415 4.15820
Cl -1.95919 1.69735 3.13225
H 0.31628 1.10838 3.53346
H -0.44915 1.98891 4.90566
```

The multiplicity is 1. As for the HOMO energy: -0.318 Ha. The calculation puts the LUMO energy at -0.184 eV. For the total energy, the calculation gives -73383.7493 eV. The orbital gap is 8.462 eV.

***

Record 7
DFT (ωB97M-V/def2-TZVPD) results for a 2-piece molecular cluster, C7H12NOS overall in a non-equilibrium geometry.

```
22
C7H12NOS (ωB97M-V/def2-TZVPD)
C -2.19652 1.68446 -0.48299
C -0.90660 2.11089 -0.25358
C -2.63464 0.41921 -0.54803
C 0.82606 0.09672 -1.15190
C -4.08304 -1.22338 0.67742
C 2.35040 -1.27438 0.14905
C -3.33189 -0.66713 -0.50224
N 4.87540 0.54786 0.17916
O 1.69142 -0.75806 -1.03689
S 0.53384 1.29327 0.20192
H -2.83381 2.54774 -0.55926
H -0.67744 3.24691 -0.12372
H -3.61061 -2.25673 1.10274
H -3.91256 -0.61617 1.46667
H -5.17010 -1.47730 0.56264
H 2.16167 -2.36751 0.41315
H 1.86492 -0.72609 1.07504
H 3.33705 -0.94667 -0.08039
H -3.58907 -1.26863 -1.35069
H 5.19170 -0.30390 -0.24222
H 5.36693 0.69335 1.01516
H 4.74689 1.24552 -0.51102
```

The multiplicity is 1. As for the net charge: +1. As for the HOMO energy (spin up / spin down): -0.455 / -0.455 Ha. The calculation puts the LUMO energy (spin up / spin down) at -5.998 / -6.000 eV. The energy above the lowest of the compared OMol25 structures with the same formula, charge and spin is 153.3 kcal/mol. For the total energy, the calculation gives -21812.8535 eV. The orbital gap (spin up / spin down) is 6.397 / 6.392 eV.

***

Record 8
DFT (ωB97M-V/def2-TZVPD) results for C42H43ClIN6OP2Ru as an isolated structure in a non-equilibrium geometry.

```
97
C42H43ClIN6OP2Ru (ωB97M-V/def2-TZVPD)
Ru -0.70828 1.74004 0.02326
C -5.19945 -1.75092 -1.31566
C -4.73799 -3.12436 -1.74272
C -5.64930 -3.97623 -2.36603
C -5.27964 -5.23510 -2.81124
C -3.97468 -5.66974 -2.62975
C -3.06035 -4.83584 -2.00649
C -3.41611 -3.56131 -1.56105
P -2.23790 -2.37388 -0.78215
C -0.96136 -3.46586 -0.03269
C -1.40556 -4.58438 0.68061
C -0.53190 -5.39786 1.38447
C 0.82183 -5.09491 1.39897
C 1.26965 -3.96512 0.73418
C 0.40347 -3.12917 0.02653
C 0.98431 -1.90064 -0.63019
C -1.44973 -1.69387 -2.29239
C -0.90958 -2.56082 -3.24479
C -0.35367 -2.10463 -4.42276
C -0.37652 -0.74010 -4.66986
C -0.91165 0.12670 -3.73207
C -1.42601 -0.30314 -2.49600
C -1.96507 0.68510 -1.48976
H -6.28540 -1.67908 -1.37845
H -4.77395 -0.97325 -1.95615
H -4.89162 -1.52373 -0.29447
H -6.67109 -3.63936 -2.50014
H -6.00768 -5.87498 -3.29456
H -3.66926 -6.65157 -2.96942
H -2.05177 -5.19683 -1.84394
H -2.46286 -4.82236 0.68646
H -0.90840 -6.26179 1.91787
H 1.52206 -5.72596 1.93202
H 2.32502 -3.71255 0.75974
H 1.95965 -1.67011 -0.20159
H 0.34475 -1.02591 -0.50474
H 1.12843 -2.03908 -1.70275
H -0.92901 -3.62789 -3.05543
H 0.06286 -2.79642 -5.14336
H 0.01853 -0.34702 -5.59918
H -0.92507 1.17607 -3.97638
H -2.67918 0.23092 -0.82416
H -2.35286 1.58953 -1.93604
I -0.78831 3.91429 2.06860
C 0.32325 4.99905 0.72231
C 1.02987 6.07512 1.16613
C 1.66633 6.90726 0.22005
C 1.49990 6.65514 -1.10660
C 0.74650 5.54205 -1.56219
C 0.54760 5.34584 -2.95019
C -0.19190 4.29448 -3.37781
C -0.69860 3.35291 -2.44968
C -0.50376 3.43716 -1.09755
C 0.17626 4.62544 -0.63376
H 1.08067 6.30796 2.22066
H 2.25034 7.75427 0.55590
H 1.93820 7.31297 -1.84796
H 0.97987 6.05284 -3.64837
H -0.37899 4.15054 -4.43538
H -1.25126 2.53436 -2.84891
C 3.69745 0.19836 3.90677
N 3.12575 1.61668 4.06971
C 2.30784 1.64880 5.35504
N 1.28736 0.65531 5.33629
C 1.87429 -0.67273 5.14817
N 2.65786 -0.77064 3.92326
C 1.82133 -0.69823 2.71286
P 0.86436 0.88638 2.56869
C 2.28255 2.01663 2.88714
C 0.24255 0.93465 4.32591
H 4.37880 0.05850 4.74650
H 4.24528 0.19954 2.96669
H 3.91313 2.26309 4.13297
H 1.88257 2.64747 5.43692
H 3.00750 1.46968 6.17204
H 1.07084 -1.40608 5.11468
H 2.52203 -0.89453 5.99876
H 1.13044 -1.54313 2.69049
H 2.46716 -0.77572 1.83720
H 1.90802 3.02447 3.07144
H 2.91985 2.03604 2.01406
H -0.56785 0.21480 4.44646
H -0.16945 1.92723 4.51781
N 1.66744 0.99005 -2.31465
C 2.28463 1.16952 -1.13925
O 1.61515 1.45756 -0.09653
C 3.70335 0.98752 -1.09584
C 4.39658 0.60795 -2.27565
N 4.88199 0.28474 -3.27340
C 4.41598 1.17745 0.10919
N 5.00745 1.33246 1.09429
H 0.66062 0.99043 -2.33985
H 2.16928 0.65586 -3.11995
Cl -1.84421 -0.46859 1.87212
C -2.28186 1.16271 1.23148
H -2.41209 1.79704 2.10344
H -3.23761 1.04441 0.73170
```

The multiplicity is 2. As for the HOMO energy (spin up / spin down): -0.275 / -0.269 Ha. Its expectation value of S² is 0.766. The calculation puts the LUMO energy (spin up / spin down) at -0.311 / -0.313 eV. The energy above the lowest of the compared OMol25 structures with the same formula, charge and spin is 60.3 kcal/mol. For the total energy, the calculation gives -97019.4137 eV. The orbital gap (spin up / spin down) is 7.168 / 7.017 eV.